A 16-piece molecular cluster, C29H55BCl31NO5P2S overall. Source: the OMol25 dataset; level of theory: ωB97M-V/def2-TZVPD.

Each line ends with the Löwdin charge.
CARTESIAN COORDINATES (ANGSTROEM)
C: -2.48441 2.71485 1.97750  -0.123
C: -1.33765 2.35384 0.96617  -0.181
B: -1.52593 0.94332 0.27614  -0.585
O: -1.92138 -0.16029 0.99959  0.045
P: -1.25262 0.67702 -1.61065  0.923
C: -1.33703 2.22374 -2.65967  -0.364
N: -0.98352 1.91427 -4.02521  -0.159
C: -1.18969 3.00797 -4.98429  -0.161
C: -1.18998 -0.94541 -2.50343  -0.306
C: -0.98356 -2.19772 -1.60986  -0.667
C: -2.19708 -3.14630 -1.60315  -0.150
Cl: 0.34882 -3.16711 -2.39054  0.654
O: 0.53696 0.90437 -1.58813  -0.173
C: 1.29344 0.68383 -0.50707  -0.507
O: 1.82227 1.61868 0.05900  0.096
C: 1.69927 -0.69484 -0.03586  -0.150
C: 2.62627 -1.32834 -0.87107  -0.081
C: 3.12860 -2.56300 -0.59323  -0.115
C: 2.71288 -3.18399 0.59703  -0.101
C: 1.81648 -2.58010 1.45676  -0.160
C: 1.24098 -1.25822 1.14063  -0.089
P: -3.56649 0.60261 -1.80494  0.198
O: -4.26034 -0.74521 -1.16947  -0.267
O: -4.17202 1.86563 -0.88957  -0.271
S: -4.21305 0.83583 -3.61649  0.295
H: -3.42488 2.17505 1.81612  -0.060
H: -2.63119 3.79282 1.95592  0.042
H: -2.11765 2.46441 2.97810  0.080
H: -0.37701 2.43049 1.47582  0.100
H: -1.42599 3.08503 0.15840  0.045
H: -2.74699 -0.03776 1.48182  0.011
H: -2.28028 2.77092 -2.52405  0.068
H: -0.54463 2.86128 -2.24437  0.060
H: -1.38225 1.04665 -4.34629  0.044
H: -1.58087 3.91379 -4.52020  0.082
H: -1.82572 2.62599 -5.78605  0.062
H: -0.22447 3.22541 -5.45340  0.027
H: -0.36775 -0.88205 -3.21884  0.071
H: -2.08676 -1.11888 -3.10542  0.045
H: -0.75765 -1.97772 -0.56789  0.073
H: -2.66898 -3.19208 -2.58443  0.046
H: -2.89636 -2.88737 -0.80793  0.047
H: -1.81912 -4.13686 -1.33628  0.059
H: 2.96844 -0.82446 -1.77159  0.108
H: 3.82206 -3.02496 -1.28335  0.080
H: 3.14359 -4.15360 0.82407  0.028
H: 1.58224 -3.15442 2.33073  0.004
H: 0.55062 -0.72674 1.77283  0.054
H: -4.70144 -0.60852 -0.32111  0.003
H: -4.55997 1.50091 -0.08246  -0.016
C: -1.88011 -3.58462 3.23435  -0.978
Cl: -2.81612 -4.28056 1.90092  0.538
Cl: -0.59500 -2.52599 2.63650  0.695
H: -2.55052 -3.00987 3.86424  0.020
H: -1.43477 -4.38835 3.80473  -0.020
C: -2.84550 -4.74459 -5.07042  -1.023
Cl: -4.05540 -5.48576 -4.01801  0.493
Cl: -3.40572 -3.19751 -5.71771  0.505
H: -1.94224 -4.57349 -4.49301  0.006
H: -2.64239 -5.41584 -5.89667  0.024
C: 0.99993 -4.08533 6.59319  -0.995
Cl: -0.75966 -4.19829 6.45727  0.540
Cl: 1.74314 -3.21615 5.24676  0.503
H: 1.23301 -3.55614 7.51116  0.002
H: 1.40715 -5.08910 6.62450  0.028
C: -6.14404 -0.41225 2.83186  -0.933
Cl: -6.97683 -1.18849 1.48644  0.564
Cl: -4.81083 0.61750 2.25876  0.694
H: -6.84484 0.21259 3.37283  0.035
H: -5.73314 -1.17608 3.48198  0.033
C: -0.09364 6.46565 1.88700  -1.023
Cl: -0.05013 5.31806 0.53984  0.588
Cl: -1.05186 5.86664 3.24812  0.493
H: 0.92057 6.63401 2.23113  0.008
H: -0.52815 7.39304 1.53885  -0.013
C: 0.41100 10.30418 3.62355  -0.989
Cl: 1.92049 9.43745 3.31206  0.494
Cl: -1.00278 9.24512 3.48155  0.518
H: 0.44160 10.70617 4.62988  0.027
H: 0.31753 11.10560 2.90050  0.025
C: 4.83518 -0.34430 5.20421  -1.001
Cl: 4.11637 -1.00421 6.68207  0.475
Cl: 4.32503 -1.24385 3.77199  0.523
H: 4.51974 0.68704 5.09676  0.027
H: 5.91416 -0.39992 5.28764  0.025
C: 2.86740 3.52444 -2.18919  -1.021
Cl: 4.16995 4.62331 -1.69723  0.513
Cl: 1.68997 4.32575 -3.23531  0.553
H: 3.30353 2.69369 -2.73000  -0.009
H: 2.35893 3.16797 -1.30169  -0.010
C: 6.81185 2.09914 -1.74368  -1.039
Cl: 8.37477 1.32392 -2.03366  0.504
Cl: 5.46466 1.00062 -2.06632  0.535
H: 6.76249 2.40841 -0.70655  0.025
H: 6.72081 2.95871 -2.39653  0.008
C: 4.36298 -6.97793 -0.03550  -0.997
Cl: 3.24361 -6.72129 1.31178  0.530
Cl: 4.01104 -5.91098 -1.39965  0.547
H: 5.37131 -6.78123 0.30925  0.027
H: 4.27337 -8.00540 -0.36757  0.023
C: 2.03467 6.69383 6.63043  -1.005
Cl: 3.39033 7.77634 6.98038  0.502
Cl: 0.85362 7.44321 5.55288  0.486
H: 2.41917 5.79974 6.15341  0.027
H: 1.54427 6.43996 7.56289  0.024
C: 1.36142 1.65900 -8.27250  -1.028
Cl: 0.20980 0.95687 -7.12756  0.560
Cl: 0.75335 3.16579 -8.97255  0.509
H: 2.28755 1.86790 -7.74845  0.031
H: 1.52263 0.93263 -9.06812  -0.098
C: 0.45643 -2.14201 -9.29362  -1.000
Cl: -0.42605 -2.99177 -10.56442  0.515
Cl: 1.71454 -1.08618 -9.96273  0.566
H: -0.23930 -1.53231 -8.72913  0.000
H: 0.92962 -2.87202 -8.64776  0.029
C: -5.17024 -8.90475 -1.68747  -1.023
Cl: -3.53791 -8.91733 -2.36325  0.496
Cl: -6.07942 -7.46911 -2.17528  0.487
H: -5.69791 -9.78354 -2.03882  0.023
H: -5.09751 -8.91673 -0.60637  0.022
C: 1.25940 -0.37028 9.12247  -1.021
Cl: 0.14528 -1.48077 9.93250  0.506
Cl: 0.99962 -0.34325 7.37769  0.489
H: 1.10522 0.62760 9.51567  0.025
H: 2.27532 -0.69707 9.31641  0.015

Output
Net charge ... 0
E ... -16940.662845 hartree
Gap between HOMO and LUMO ... 7.73 eV

C29H55F3NbO15P2S2 as an isolated structure. Source: the OMol25 dataset; level of theory: ωB97M-V/def2-TZVPD.

Each line ends with the Löwdin charge.
CARTESIAN COORDINATES (ANGSTROEM)
C: 0.20860 -2.11866 3.83214  -0.102
C: 0.09670 -0.89282 2.90675  -0.275
C: 1.11868 -0.95411 1.76966  -0.213
C: 0.72529 -0.27124 0.45270  -0.198
C: -0.70006 -0.50705 -0.03485  -0.208
C: -1.20637 -1.94500 0.09406  -0.206
C: -2.74096 -2.03395 0.04747  -0.311
C: -3.44601 -1.80378 1.40690  -0.335
Nb: -4.70135 0.09778 1.57346  1.420
C: -5.77428 2.10594 1.46856  -0.354
C: -5.03511 3.28368 0.81246  -0.210
C: -4.96332 3.23088 -0.70352  -0.603
F: -3.68393 3.24786 -1.16418  0.090
F: -5.57211 4.32553 -1.26932  0.075
F: -5.57056 2.15501 -1.25900  0.086
C: -6.18625 -0.77701 0.09489  -0.330
O: -6.90579 -1.95336 0.52809  -0.320
C: -8.22887 -1.66400 0.87268  -0.171
P: -3.11242 1.16595 3.38848  0.052
S: -1.81428 2.37592 2.49953  -0.004
P: -6.17159 -0.84316 3.53675  0.066
O: -6.74230 -2.34601 3.37175  -0.297
O: -7.50864 0.06979 3.80261  -0.320
S: -5.12714 -0.77686 5.20770  0.133
H: -0.73657 -2.26666 4.35222  0.061
H: 0.39855 -3.00923 3.23856  0.064
H: 0.98947 -1.99442 4.57733  0.063
H: -0.92212 -0.87931 2.54033  0.041
H: 0.26562 0.00123 3.49998  0.093
H: 2.01229 -0.43502 2.11993  0.101
H: 1.43057 -1.98084 1.59470  0.085
H: 1.39471 -0.64313 -0.31926  0.068
H: 0.92805 0.79575 0.53620  0.108
H: -0.70981 -0.27124 -1.09942  0.096
H: -1.41902 0.16845 0.42268  0.047
H: -0.85659 -2.43718 0.99729  0.095
H: -0.84840 -2.51061 -0.76750  0.109
H: -3.09649 -1.31581 -0.68861  0.057
H: -2.98487 -3.01665 -0.35935  0.092
H: -4.17167 -2.61798 1.52089  0.032
H: -2.74745 -1.90632 2.23826  0.022
H: -3.71624 0.71280 0.17746  -0.036
H: -6.75957 2.01717 1.01668  0.042
H: -5.91914 2.39142 2.51572  0.028
H: -5.58083 4.20307 1.03203  0.107
H: -4.03047 3.42594 1.19628  0.036
H: -6.92220 -0.01211 -0.15563  0.037
H: -5.65193 -1.02529 -0.82283  0.055
H: -8.84096 -1.45853 -0.01269  0.085
H: -8.30085 -0.79210 1.52848  0.064
H: -8.65829 -2.50593 1.40636  0.084
H: -3.87918 1.88821 4.32191  -0.121
H: -2.45386 0.17323 4.13468  -0.122
H: -6.30801 -2.76736 2.62372  0.031
H: -7.21584 0.81700 4.32783  0.020
C: -0.60051 0.24672 -6.35549  -0.023
C: -0.30686 0.76486 -4.97188  -0.316
C: 0.73002 1.86253 -4.90411  -0.099
O: 1.27077 1.67334 -3.58624  0.074
C: 1.10455 0.37345 -3.25325  -0.549
O: 1.58138 -0.14100 -2.29571  0.143
O: 0.30412 -0.25045 -4.14865  0.090
H: -1.32649 -0.56484 -6.31434  0.086
H: -1.00293 1.04330 -6.98090  0.090
H: 0.30469 -0.14786 -6.81884  0.089
H: -1.23191 1.07352 -4.47701  0.163
H: 0.31097 2.85025 -5.00398  0.109
H: 1.53334 1.73279 -5.63030  0.139
C: 6.09147 -1.09456 -1.72359  -0.020
C: 4.90309 -1.28628 -0.81756  -0.319
C: 5.18527 -1.09559 0.65554  -0.078
O: 4.19717 -1.94169 1.25918  0.055
C: 3.90554 -2.92096 0.37670  -0.580
O: 3.27111 -3.89355 0.63097  0.146
O: 4.45128 -2.65531 -0.83291  0.089
H: 5.81719 -1.29139 -2.75971  0.086
H: 6.46414 -0.07322 -1.65021  0.090
H: 6.89386 -1.78564 -1.46004  0.086
H: 4.06999 -0.65665 -1.14323  0.149
H: 5.06253 -0.06645 0.98372  0.143
H: 6.17247 -1.45525 0.94993  0.117
C: 5.84674 -5.22371 2.58396  -0.004
C: 7.16554 -4.67061 2.10686  -0.317
C: 8.36933 -5.09182 2.91766  -0.094
O: 9.26829 -3.98912 2.72386  0.062
C: 8.51615 -2.89001 2.47278  -0.569
O: 8.93261 -1.77999 2.43939  0.164
O: 7.22466 -3.23636 2.26253  0.068
H: 5.02199 -4.84592 1.98133  0.067
H: 5.84898 -6.31214 2.52182  0.095
H: 5.65669 -4.92474 3.61546  0.098
H: 7.31044 -4.89385 1.04588  0.161
H: 8.82283 -6.01624 2.56968  0.137
H: 8.14596 -5.17349 3.98372  0.139
C: 2.74601 7.36206 -2.40982  -0.023
C: 1.83405 6.87242 -3.50418  -0.326
C: 0.72261 5.95183 -3.05062  -0.076
O: 0.49729 5.16378 -4.22961  0.057
C: 1.65317 5.12937 -4.92951  -0.565
O: 1.85393 4.39659 -5.84304  0.153
O: 2.53893 6.02084 -4.43225  0.090
H: 3.53970 7.98393 -2.82264  0.085
H: 2.18605 7.94925 -1.68259  0.092
H: 3.21993 6.52281 -1.90056  0.094
H: 1.43187 7.71602 -4.07235  0.157
H: -0.18553 6.47429 -2.76350  0.142
H: 1.02874 5.28486 -2.24234  0.146

Output
Net charge ... -1
E ... -4102.295943 hartree
Gap between HOMO and LUMO ... 5.91 eV

no.,highest occupied orbital energy (eV),strongest force on any atom (eV/A)
1,-7.872,3.12
2,-4.679,1.53